80
Properties=species:S:1:pos:R:3 method="wB97M-V/def2-TZVPD" charge=+1 e_tot_ev=-58826.8585 e_lumo_ev=-3.724 max_force_ev_per_a=5.35
C 3.23367 0.57961 -2.71258
Si 2.40845 1.51317 -4.16199
C 3.81743 2.50801 -4.97895
C 1.71660 0.20316 -5.36569
O 1.22088 2.62342 -3.62884
C 0.03366 1.99881 -3.15432
C -0.99961 3.16765 -2.89038
C -2.39740 2.89729 -3.49178
C -2.63160 3.02276 -5.01382
N -3.56888 1.91029 -5.40937
C -3.69812 1.17113 -4.22896
N -4.49420 0.13484 -4.18663
O -5.19331 -0.27532 -5.31940
C -6.48508 -0.29972 -4.90585
N -7.50330 -0.44554 -4.46961
N -2.98629 1.57511 -3.07879
H 2.47895 -0.00094 -2.14627
H 3.98997 -0.07939 -3.20063
H 3.80624 1.28203 -2.07183
H 3.44405 3.28810 -5.66916
H 4.43704 1.74480 -5.50637
H 4.47156 2.96041 -4.19995
H 1.24940 0.69427 -6.24229
H 0.97074 -0.38984 -4.79302
H 2.58587 -0.42027 -5.66804
H -0.37531 1.23271 -3.85485
H 0.17294 1.50251 -2.16501
H -0.55211 4.12468 -3.23574
H -1.13830 3.27918 -1.79175
H -3.07579 3.65342 -3.04490
H -1.78341 3.24848 -5.68510
H -3.26877 3.93016 -5.12448
H -3.12269 1.31774 -6.11870
H -4.62356 -0.42980 -3.34076
H -3.75980 1.84261 -2.45494
C -3.69372 -1.71932 2.71283
C -3.27490 -2.65060 1.59341
O -4.40907 -3.09629 0.82819
C -4.90940 -2.21929 -0.03205
O -4.49739 -1.09898 -0.23879
O -5.96909 -2.77681 -0.63103
C -6.65339 -1.88985 -1.50509
H -4.45880 -2.18814 3.33395
H -2.83822 -1.46114 3.33789
H -4.12217 -0.79613 2.32080
H -2.82103 -3.54590 2.01674
H -2.53192 -2.18913 0.94056
H -5.97079 -1.44878 -2.23265
H -7.15452 -1.11059 -0.93079
H -7.40441 -2.46493 -2.04165
C 4.79517 -0.81104 3.89100
C 5.85517 -1.10167 2.84840
O 5.54949 -0.45462 1.60423
C 5.79721 0.85623 1.55736
O 6.25625 1.52744 2.44429
O 5.41771 1.30388 0.35276
C 5.53356 2.71843 0.19670
H 3.80444 -1.07183 3.51285
H 4.98684 -1.37696 4.80325
H 4.76999 0.24921 4.14548
H 5.87758 -2.17153 2.64173
H 6.85088 -0.81889 3.19358
H 6.53842 3.06230 0.43838
H 4.79609 3.22418 0.82066
H 5.32781 2.95152 -0.84672
C 0.66885 -0.57386 8.53244
C 1.25359 -0.45162 7.13988
O 1.68831 -1.72495 6.64121
C 0.72153 -2.53958 6.21356
O -0.45962 -2.29901 6.20195
O 1.28985 -3.68506 5.81977
C 0.35724 -4.69234 5.42766
H 1.37636 -1.06621 9.20218
H 0.42497 0.41019 8.93445
H -0.23978 -1.17663 8.52836
H 2.13899 0.18327 7.17275
H 0.54901 0.01026 6.44589
H -0.33105 -4.32025 4.66916
H -0.19166 -5.05131 6.29829
H 0.92560 -5.51917 5.00692

=====

75
Properties=species:S:1:pos:R:3 method="wB97M-V/def2-TZVPD" charge=+3 e_tot_ev=-75846.7375 e_lumo_ev="-8.599 / -8.890" relative_energy_ev=7.697 max_force_ev_per_a=5.76
Ta 0.00262 -0.95830 -2.11519
C -2.53242 -1.05260 -2.78370
C -1.86661 -1.94622 -1.83427
C -0.80249 -2.77373 -2.46155
C -0.62626 -2.12691 -3.80497
C -1.53762 -0.96971 -3.85942
C -1.61104 -0.00827 -5.01775
C -0.00820 -2.81831 -4.98678
C -0.41812 -4.15760 -2.28885
C -2.62417 -2.33608 -0.57307
C -3.92916 -0.30334 -2.83908
H -0.59757 0.20791 -5.44064
H -2.05350 0.96806 -4.63730
H -2.20969 -0.37546 -5.83061
H -0.73442 -3.04824 -5.72970
H 0.45795 -3.75463 -4.70543
H 0.73182 -2.14023 -5.52774
H -0.84700 -4.90231 -3.03902
H -0.65348 -4.62482 -1.30969
H 0.63209 -4.24961 -2.51717
H -2.67211 -1.39525 -0.02003
H -2.01752 -3.01499 -0.00660
H -3.63649 -2.68289 -0.82583
H -4.67158 -0.95093 -3.35093
H -3.67337 0.54071 -3.47318
H -4.30009 0.05476 -1.78612
C -1.95364 4.76593 7.70065
C -2.06127 3.56598 6.83072
S -2.98416 2.14146 6.94880
C -1.36084 3.42321 5.56700
C -0.21373 4.29844 5.14332
S -2.18431 2.10920 4.85644
H -2.57785 4.57863 8.62127
H -2.45374 5.58482 7.14161
H -0.90802 4.94122 8.03020
H 0.49525 4.46699 5.99073
H -0.56070 5.25689 4.71426
H 0.26957 3.67484 4.36204
N -0.23504 4.53998 0.38295
C 0.30271 3.15388 0.25968
P -0.15617 2.43249 -1.33845
O -1.20476 3.21377 -2.05471
O -0.31968 0.87841 -1.31207
C 1.32798 2.81461 -2.24471
N 0.73045 2.92629 -3.65339
H 0.35082 5.26013 -0.09218
H -0.24722 4.78136 1.42994
H -1.19790 4.58794 0.09622
H -0.14497 2.61704 1.13623
H 1.43712 3.09318 0.41221
H 2.06545 2.01002 -2.34313
H 1.81470 3.74898 -1.94654
H 0.97571 2.06554 -4.23542
H 1.21187 3.76940 -4.12769
H -0.30772 3.09046 -3.56407
C 2.04455 -4.74437 1.79063
N 2.64429 -3.77582 0.85938
C 3.43773 -4.41231 -0.16540
C 2.24249 -2.44620 0.75101
S 1.95554 -1.88006 -1.07467
N 2.39834 -1.58770 1.77857
C 2.06192 -0.18373 1.58651
C 3.14656 -1.85774 3.06646
H 2.19810 -4.56755 2.86544
H 2.47695 -5.77423 1.53563
H 0.94830 -4.83402 1.56690
H 2.76309 -4.98459 -0.87283
H 4.12199 -5.14385 0.34160
H 4.03972 -3.66623 -0.64851
H 1.82289 -0.03536 0.53048
H 2.82839 0.56136 1.78712
H 1.18431 0.08388 2.21565
H 2.55656 -1.55415 3.95561
H 4.08301 -1.25770 3.05800
H 3.33376 -2.91170 3.12514

=====

74
Properties=species:S:1:pos:R:3 method="wB97M-V/def2-TZVPD" charge=-1 multiplicity=2 e_tot_ev=-149411.3373 e_lumo_ev="2.420 / 2.416" relative_energy_ev=0.669 max_force_ev_per_a=1.55
Pd -0.39253 -0.70121 -0.29629
C -5.83972 -1.80150 1.93074
C -5.14317 -2.70946 0.94185
O -3.75832 -2.87264 1.30466
P -2.59537 -2.12820 0.44202
S -0.92808 -2.40959 1.47610
S -3.14156 -0.33186 -0.12209
O -2.53049 -3.02289 -0.90583
C -2.34764 -4.43832 -0.83642
C -3.07308 -5.06558 -2.00554
H -6.90860 -1.73634 1.69941
H -5.40972 -0.80080 1.88502
H -5.72592 -2.18396 2.94775
H -5.22295 -2.30846 -0.06971
H -5.58002 -3.71066 0.95082
H -2.71926 -4.81996 0.11498
H -1.27663 -4.64345 -0.88373
H -4.14234 -4.84648 -1.95882
H -2.93733 -6.15117 -1.99639
H -2.68922 -4.67411 -2.94942
C -1.95983 1.09058 6.25211
Si -1.97369 1.35281 4.39786
C -2.30729 3.16889 4.09796
C -3.32706 0.34446 3.60474
C -0.35321 0.79414 3.66262
Te -0.08614 1.38172 1.68779
C 2.06523 1.16549 1.66389
Si 2.98859 2.78204 1.74586
C 2.58687 3.82669 0.25173
C 4.83386 2.44102 1.79266
C 2.53597 3.70426 3.31799
H -2.93392 1.37642 6.66777
H -1.19210 1.70704 6.73621
H -1.76943 0.04515 6.52048
H -3.30632 3.41077 4.48103
H -2.27862 3.42555 3.03307
H -1.58035 3.81573 4.60806
H -4.31306 0.76333 3.84024
H -3.30831 -0.70260 3.92967
H -3.21651 0.33975 2.51148
H -0.31042 -0.29872 3.62589
H 0.52661 1.16541 4.20084
H 2.27774 0.62384 0.74786
H 2.28648 0.50340 2.50851
H 2.34073 3.20792 -0.61534
H 3.44261 4.45891 -0.01639
H 1.72741 4.47796 0.43996
H 5.16587 1.91822 0.88639
H 5.10336 1.82158 2.65734
H 5.39759 3.38146 1.86349
H 1.45520 3.67857 3.49786
H 2.83164 4.75728 3.24247
H 3.04212 3.27555 4.19209
C -0.66023 -2.02728 -7.50007
C -0.24640 -1.48433 -6.15596
C -0.03081 -2.32590 -5.07790
C 0.36425 -1.85105 -3.82352
C 0.54073 -2.85504 -2.71547
C 0.56915 -0.46766 -3.64286
Se 1.19672 0.27332 -1.97080
C 0.32618 0.40028 -4.72579
C 0.47458 1.89387 -4.58904
C -0.06880 -0.12110 -5.95508
H -0.83978 -3.10240 -7.44739
H 0.11122 -1.85602 -8.25523
H -1.57638 -1.55245 -7.86146
H -0.18695 -3.39627 -5.20327
H 0.20314 -3.84134 -3.04321
H -0.01162 -2.58303 -1.83777
H 1.58325 -2.92005 -2.40836
H -0.11330 2.26914 -3.75005
H 0.15189 2.39247 -5.50718
H 1.50911 2.17580 -4.37935
H -0.25140 0.56812 -6.77752

=====

83
Properties=species:S:1:pos:R:3 method="wB97M-V/def2-TZVPD" charge=+1 e_tot_ev=-72624.9860 e_lumo_ev=-3.421 max_force_ev_per_a=0.91
C -0.09250 -3.57880 2.92884
C -0.02246 -2.38440 2.95703
C 0.02962 -0.93465 2.94008
C 1.30264 -0.29794 2.33743
O 2.41831 -0.77143 3.02855
N 1.18219 1.15583 2.65658
C 1.49398 1.66546 3.97601
N 2.89877 2.02580 4.10640
C 0.49095 1.87607 1.74037
N -0.69265 2.43104 1.94406
Cl -1.45583 2.33979 3.45316
C -1.48589 3.13566 0.92580
C -2.85797 2.46870 0.75719
C -3.25915 2.36343 -0.71318
C -4.39925 1.37202 -0.87077
O -4.51105 1.01156 -2.22383
C -5.19500 -0.21013 -2.43186
N 1.00091 1.96684 0.47548
S 1.61331 3.52769 -0.02101
C 1.85841 0.83475 0.01889
B 3.44737 1.12628 0.24022
N 4.41009 0.73746 -0.81376
O 3.84725 1.69407 1.40869
C 1.63854 0.82853 -1.54700
C 0.29177 1.21866 -2.13338
F 2.02208 -0.36394 -2.12197
C 1.50910 -0.51559 0.78122
C 2.68412 -1.48405 0.54036
C 2.58873 -2.92822 1.01482
C 3.74331 -3.77237 0.45172
C 3.66158 -3.93765 -1.06812
C 5.11678 -3.29810 0.91474
B 0.16957 -1.09352 0.08538
N 0.16813 -2.23280 -0.84280
O -0.98831 -0.38151 0.31430
H -0.05124 -4.63769 2.86418
H -0.87230 -0.52079 2.51066
H 0.00621 -0.60378 3.98465
H 2.14924 -1.09243 3.89773
H 0.92338 2.56634 4.16466
H 1.17577 0.95929 4.75217
H 3.48010 1.28932 3.72787
H 3.10303 2.11674 5.09492
H -0.95878 3.08323 -0.01498
H -1.59680 4.16660 1.25163
H -3.62046 2.98011 1.33898
H -2.79622 1.45466 1.15017
H -3.58195 3.33384 -1.08356
H -2.42486 1.97483 -1.29405
H -5.33427 1.79214 -0.48469
H -4.18430 0.47978 -0.26862
H -5.81277 -0.14816 -3.31916
H -4.49904 -1.04515 -2.53956
H -5.86679 -0.44129 -1.60389
H 1.25996 4.23207 1.06334
H 5.03897 0.02963 -0.43889
H 5.01974 1.52574 -1.02425
H 4.76422 1.49085 1.62681
H 2.32620 1.58470 -1.93622
H -0.05086 2.18512 -1.78119
H -0.49081 0.48137 -1.99024
H 0.44311 1.30634 -3.20674
H 2.90218 -1.51157 -0.51782
H 3.58630 -1.09276 1.01526
H 1.66714 -3.42086 0.72167
H 2.65552 -2.99328 2.09786
H 3.59842 -4.76365 0.88603
H 2.62760 -3.81457 -1.39177
H 4.24326 -3.18643 -1.60045
H 3.97637 -4.92783 -1.38359
H 5.87196 -4.03075 0.63958
H 5.13647 -3.22391 2.00189
H 5.38353 -2.33781 0.47734
H -0.49813 -2.95446 -0.58867
H -0.02885 -1.93664 -1.79303
H -1.70539 -0.73681 -0.22718
C -7.07689 1.27029 -6.05047
N -7.73595 -0.05996 -5.92158
O -7.45053 -0.74979 -4.96083
O -8.51830 -0.36531 -6.79092
H -6.40875 1.40837 -5.20872
H -6.53843 1.27162 -6.99289
H -7.86353 2.01805 -6.06310